[1]
Below is a structure of composition C12H19IrNO8P2S2, with properties calculated with wB97M-V/def2-TZVPD.

Output
**E_HOMO (alpha / beta)**: -7.731 / -7.740 eV
**<S²>**: 1.2405
**LUMO level (alpha / beta)**: -1.1960 / -1.5870 eV
**2S+1**: 2

XYZ file:
```
45
C12H19IrNO8P2S2, DFT wB97M-V/def2-TZVPD
Ir 0.023 0.227 -0.885
C 2.670 -3.281 -2.014
C 1.743 -2.101 -1.775
O 1.425 -1.897 -0.378
P 0.101 -2.405 -2.502
O 0.227 -2.771 -4.035
O -0.274 -3.814 -1.871
O -0.951 -1.387 -2.209
P 2.431 -0.503 -2.458
O 1.301 -0.267 -3.642
O 3.769 -0.634 -3.045
O 2.183 0.531 -1.375
H 2.292 -4.158 -1.489
H 3.676 -3.046 -1.668
H 2.724 -3.499 -3.080
H 2.181 -1.461 0.041
H 0.400 -1.988 -4.581
H -1.232 -3.924 -1.779
H 1.612 0.448 -4.221
C -3.405 2.158 -1.198
O -2.567 3.286 -0.910
C -1.325 3.321 -1.372
S -0.395 4.656 -1.121
S -0.669 2.040 -2.352
H -4.316 2.324 -0.630
H -2.926 1.230 -0.889
H -3.628 2.115 -2.263
C -0.108 3.323 2.117
C -0.164 2.038 2.880
C 0.005 1.982 4.247
C -0.115 0.785 4.944
C -0.436 -0.384 4.264
C -0.615 -0.390 2.897
C -0.971 -1.639 2.146
C -0.422 0.827 2.162
N -0.464 0.829 0.838
H 0.254 4.135 2.745
H -1.104 3.589 1.758
H 0.535 3.217 1.243
H 0.229 2.894 4.787
H 0.018 0.767 6.017
H -0.540 -1.311 4.814
H -1.474 -2.351 2.799
H -0.076 -2.117 1.740
H -1.619 -1.397 1.304
```

***

[2]
Below is a cluster of 3 separate species, C4H14NO3 in total, with properties calculated with wB97M-V/def2-TZVPD.

Output
**Net charge**: +1
**E_HOMO**: -14.888 eV
**LUMO level**: -8.9285 eV
**2S+1**: 1

XYZ file:
```
22
C4H14NO3, DFT wB97M-V/def2-TZVPD
C 1.590 -0.332 -0.612
O 2.728 -0.223 0.221
C 0.259 -0.275 0.263
C -1.005 -0.512 -0.793
C -2.285 -0.317 -0.014
O -2.296 -1.286 1.005
N 0.181 0.786 1.050
H 1.605 0.613 -1.163
H 1.635 -1.215 -1.228
H 2.501 0.243 1.027
H 0.194 -1.208 0.879
H -0.871 0.317 -1.486
H -1.018 -1.471 -1.298
H -2.406 0.707 0.327
H -3.132 -0.576 -0.660
H -2.924 -1.101 1.709
H 2.845 -2.618 0.149
H -0.246 0.545 1.948
H 3.504 -2.938 0.268
H 0.672 3.206 -1.309
H 0.296 2.077 -0.227
O 0.109 2.459 -1.095
```

***

[3]
Below is a cluster of 2 separate species, C4H10NO2 in total, with properties calculated with wB97M-V/def2-TZVPD.

Output
**Net charge**: -1
**E_HOMO**: -2.406 eV
**LUMO level**: 3.2496 eV
**2S+1**: 1

XYZ file:
```
17
C4H10NO2, DFT wB97M-V/def2-TZVPD
C -1.218 1.159 -1.241
N 0.154 0.699 -0.979
C 0.521 -0.422 -1.963
O 0.180 -0.216 -3.220
H -1.268 2.097 -1.796
H -1.774 1.267 -0.304
H -1.728 0.428 -1.880
H 0.770 1.449 -1.279
H 0.056 -1.323 -1.484
H 1.622 -0.530 -1.784
C -0.577 -0.873 2.000
C 0.656 -0.431 2.125
O 1.553 -1.070 2.968
H -1.239 -0.522 1.229
H -0.857 -1.735 2.593
H 1.066 0.429 1.603
H 2.083 -0.406 3.413
```

***

[4]
Below is the molecule C19H24N4O, with properties calculated with wB97M-V/def2-TZVPD.

Output
**E_HOMO**: -7.539 eV
**SMILES**: O=C(CN1CCN(c2ccccn2)CC1)NCCc1ccccc1
**LUMO level**: 0.7250 eV
**2S+1**: 1

XYZ file:
```
48
C19H24N4O, DFT wB97M-V/def2-TZVPD
O -0.371 0.813 -1.305
C -0.045 -0.343 -1.473
C -0.645 -1.530 -0.709
N -1.433 -1.210 0.458
C -2.670 -0.500 0.171
C -3.509 -0.458 1.452
N -2.782 0.207 2.506
C -2.871 1.548 2.758
C -3.939 2.350 2.314
C -3.978 3.674 2.689
C -2.972 4.194 3.496
C -1.966 3.330 3.885
N -1.908 2.060 3.534
C -1.533 -0.473 2.772
C -0.682 -0.526 1.501
N 0.873 -0.719 -2.395
C 1.650 0.235 -3.152
C 3.067 0.400 -2.576
C 3.793 -0.914 -2.590
C 3.757 -1.753 -1.483
C 4.378 -2.990 -1.514
C 5.043 -3.404 -2.655
C 5.086 -2.574 -3.763
C 4.462 -1.340 -3.731
H 0.169 -2.191 -0.392
H -1.281 -2.088 -1.406
H -3.209 -1.044 -0.609
H -2.484 0.528 -0.175
H -4.465 0.026 1.264
H -3.700 -1.485 1.783
H -4.720 1.952 1.687
H -4.789 4.305 2.352
H -2.974 5.227 3.804
H -1.149 3.666 4.512
H -1.009 0.068 3.558
H -1.763 -1.491 3.101
H 0.234 -1.091 1.695
H -0.414 0.500 1.208
H 1.180 -1.678 -2.427
H 1.115 1.186 -3.102
H 1.706 -0.099 -4.192
H 2.985 0.776 -1.554
H 3.600 1.137 -3.177
H 3.246 -1.429 -0.587
H 4.345 -3.630 -0.644
H 5.530 -4.367 -2.680
H 5.607 -2.891 -4.655
H 4.499 -0.695 -4.597
```

***

[5]
Below is a cluster of 2 separate species, C8H16N2 in total, with properties calculated with wB97M-V/def2-TZVPD.

Output
**E_HOMO**: -8.575 eV
**SMILES**: Cc1cnc[nH]1.CCCC
**LUMO level**: 0.7926 eV
**2S+1**: 1

XYZ file:
```
26
C8H16N2, DFT wB97M-V/def2-TZVPD
C 3.255 -0.437 3.382
C 3.470 0.289 2.097
C 3.220 -0.048 0.782
N 3.593 0.961 -0.075
C 4.070 1.914 0.708
N 4.015 1.551 2.023
H 2.808 -1.421 3.161
H 2.570 0.120 4.044
H 4.208 -0.595 3.915
H 2.786 -0.978 0.413
H 4.464 2.877 0.382
H 4.324 2.118 2.816
C -0.845 0.162 1.494
C -0.537 1.146 0.366
C 0.099 2.438 0.873
C 0.407 3.421 -0.256
H -1.303 -0.760 1.099
H -1.543 0.621 2.215
H 0.083 -0.106 2.026
H 0.151 0.670 -0.360
H -1.472 1.395 -0.171
H -0.589 2.913 1.598
H 1.034 2.188 1.410
H -0.521 3.689 -0.788
H 1.106 2.963 -0.976
H 0.865 4.344 0.140
```

***

[6]
Below is the ion CHN4S2 with charge -1, with properties calculated with wB97M-V/def2-TZVPD.

Output
**Net charge**: -1
**E_HOMO**: -3.007 eV
**SMILES**: [S-]Sc1nnn[nH]1
**LUMO level**: 3.6664 eV
**2S+1**: 1

XYZ file:
```
8
CHN4S2, DFT wB97M-V/def2-TZVPD
S -2.654 -0.365 0.089
S -2.228 1.530 -0.081
C -0.258 1.523 0.007
N 0.669 2.465 0.087
N 1.804 1.822 0.089
N 1.658 0.594 0.000
N 0.372 0.358 -0.098
H -0.124 -0.502 -0.318
```

***

[7]
Below is a structure of composition C57H56FeN6S3, with properties calculated with wB97M-V/def2-TZVPD.

Output
**E_HOMO (alpha / beta)**: -5.334 / -5.312 eV
**<S²>**: 6.0869
**LUMO level (alpha / beta)**: 0.1401 / -0.0082 eV
**2S+1**: 5

XYZ file:
```
123
C57H56FeN6S3, DFT wB97M-V/def2-TZVPD
Fe -0.178 0.686 -0.404
S 1.479 0.950 1.504
C 2.602 2.153 1.039
N 3.714 2.352 1.835
C 4.765 3.260 1.433
C 4.170 4.443 0.713
N 3.358 3.960 -0.379
C 3.312 4.820 -1.538
C 4.629 4.837 -2.279
C 5.112 6.008 -2.849
C 6.301 6.011 -3.565
C 7.025 4.838 -3.713
C 6.553 3.664 -3.141
C 5.365 3.664 -2.429
C 2.439 2.943 -0.144
S 1.201 2.661 -1.283
C 3.940 1.621 3.077
C 3.412 2.308 4.317
C 4.219 3.185 5.033
C 3.743 3.832 6.165
C 2.450 3.593 6.604
C 1.642 2.707 5.905
C 2.115 2.071 4.768
H 5.483 2.757 0.769
H 5.302 3.590 2.323
H 4.969 5.063 0.302
H 3.579 5.059 1.405
H 3.040 5.844 -1.246
H 2.520 4.461 -2.195
H 4.551 6.928 -2.727
H 6.665 6.932 -4.001
H 7.956 4.839 -4.266
H 7.115 2.745 -3.250
H 4.997 2.754 -1.972
H 5.023 1.497 3.175
H 3.504 0.628 2.983
H 5.240 3.354 4.709
H 4.387 4.512 6.709
H 2.077 4.089 7.490
H 0.632 2.514 6.245
H 1.482 1.393 4.211
C 1.204 5.379 3.231
C 0.126 6.027 2.357
C 0.731 6.383 0.992
C -0.338 7.319 3.028
C -1.022 5.036 2.152
C -2.330 5.285 2.603
C -3.372 4.403 2.381
C -3.100 3.233 1.681
S -4.162 1.948 1.192
C -2.808 1.160 0.440
N -1.681 1.775 0.538
C -1.802 2.965 1.246
C -0.762 3.850 1.488
C -2.909 -0.085 -0.352
C -4.014 -0.187 -1.202
C -4.135 -1.199 -2.128
C -3.114 -2.136 -2.211
C -2.028 -2.062 -1.366
C -1.863 -1.042 -0.407
H 2.064 6.049 3.322
H 1.553 4.433 2.813
H 0.829 5.172 4.234
H 1.598 7.035 1.130
H 0.007 6.909 0.366
H 1.053 5.496 0.447
H 0.503 8.011 3.099
H -0.702 7.145 4.042
H -1.127 7.814 2.459
H -2.546 6.202 3.132
H -4.369 4.630 2.732
H 0.226 3.593 1.135
H -4.776 0.582 -1.152
H -4.997 -1.254 -2.779
H -3.175 -2.949 -2.924
H -1.289 -2.846 -1.406
C 3.591 -3.165 -4.649
C 2.693 -4.174 -3.997
C 2.849 -5.530 -4.246
C 2.038 -6.480 -3.644
C 1.032 -6.063 -2.791
C 0.838 -4.713 -2.538
C 1.674 -3.764 -3.121
N 1.536 -2.374 -2.928
C 0.979 -1.663 -1.884
N 0.925 -2.343 -0.693
C 0.326 -2.023 0.544
C -0.897 -1.344 0.707
C -1.349 -1.116 2.012
C -0.648 -1.542 3.116
C 0.545 -2.226 2.938
C 1.046 -2.461 1.672
C 2.387 -3.121 1.516
N 0.606 -0.437 -1.987
C 0.531 0.143 -3.290
C -0.737 0.322 -3.838
C -0.883 0.919 -5.075
C 0.243 1.349 -5.770
C 1.496 1.188 -5.209
C 1.667 0.594 -3.958
C 3.040 0.523 -3.346
H 4.374 -3.661 -5.221
H 4.065 -2.517 -3.909
H 3.048 -2.514 -5.342
H 3.636 -5.843 -4.921
H 2.188 -7.531 -3.846
H 0.374 -6.785 -2.325
H 0.022 -4.410 -1.900
H 1.743 -1.799 -3.731
H 1.578 -3.107 -0.645
H -2.292 -0.603 2.147
H -1.029 -1.345 4.108
H 1.116 -2.557 3.795
H 2.817 -3.335 2.492
H 3.080 -2.468 0.979
H 2.340 -4.073 0.977
H -1.602 -0.014 -3.280
H -1.872 1.054 -5.494
H 0.139 1.826 -6.736
H 2.373 1.552 -5.732
H 3.473 1.523 -3.310
H 3.712 -0.108 -3.935
H 3.009 0.151 -2.323
```

***

[8]
Below is a structure of composition C22H23N8O5Y, with properties calculated with wB97M-V/def2-TZVPD.

Output
**E_HOMO**: -5.265 eV
**LUMO level**: 0.2635 eV
**2S+1**: 1

XYZ file:
```
59
C22H23N8O5Y, DFT wB97M-V/def2-TZVPD
Y 0.592 0.098 0.280
O 2.091 -0.361 4.774
C 2.031 -0.347 3.449
O 1.090 -0.758 2.814
C 3.271 0.236 2.795
O 2.929 1.028 1.684
C 2.411 2.313 2.068
C 0.899 2.269 2.443
O 0.558 2.753 3.510
O 0.144 1.728 1.563
H 1.255 -0.678 5.146
H 3.879 -0.592 2.421
H 3.842 0.804 3.534
H 2.526 2.953 1.192
H 2.982 2.721 2.905
N -0.029 -3.419 0.405
C -1.103 -2.679 0.889
C -2.294 -3.381 1.103
C -3.368 -2.733 1.669
C -3.230 -1.394 2.017
C -2.037 -0.767 1.739
N -0.986 -1.382 1.171
C 1.271 -3.148 0.039
C 2.051 -4.254 -0.343
C 3.357 -4.070 -0.723
C 3.878 -2.776 -0.718
C 3.055 -1.746 -0.334
N 1.774 -1.908 0.047
H -0.268 -4.388 0.276
H -2.361 -4.427 0.831
H -4.294 -3.260 1.850
H -4.036 -0.854 2.490
H -1.888 0.277 1.994
H 1.614 -5.244 -0.337
H 3.967 -4.913 -1.016
H 4.895 -2.582 -1.021
H 3.421 -0.724 -0.325
N -0.675 2.871 -3.208
C 0.181 3.780 -2.756
N 0.008 5.071 -3.116
N 1.249 3.502 -2.042
C 1.567 2.357 -1.555
N 2.004 1.398 -1.057
H -1.526 3.140 -3.673
H -0.653 1.920 -2.851
H -0.882 5.380 -3.461
H 0.616 5.747 -2.689
N -0.562 -0.162 -1.322
C -1.724 0.334 -1.712
C -2.428 1.368 -0.992
C -3.638 1.869 -1.430
C -4.236 1.407 -2.599
C -3.585 0.409 -3.327
C -2.380 -0.113 -2.912
H -1.970 1.755 -0.085
H -4.135 2.640 -0.850
H -5.193 1.794 -2.927
H -4.041 0.027 -4.235
H -1.884 -0.890 -3.481
```

***

| no. | F_max (eV Å⁻¹) | M (g mol⁻¹) |
| --- | --- | --- |
| 1 | 2.49 | 623.6 |
| 2 | 3.25 | 124.2 |
| 3 | 0.62 | 104.1 |
| 4 | 0.55 | 324.4 |
| 5 | 0.93 | 140.2 |
| 6 | 3.80 | 133.2 |
| 7 | 1.25 | 977.2 |
| 8 | 1.34 | 568.4 |